Entry 1:
71
Properties=species:S:1:pos:R:3 method="wB97M-V/def2-TZVPD" lumo_ev=3.82 e_homo_ev=-1.172 charge=-2 gap_ev=4.991
Rb 0.7835 0.7334 -0.6295
C 0.4630 5.1086 -1.6766
O 1.8211 5.5275 -1.7777
C 2.7719 4.6363 -1.3190
C 3.7883 5.1509 -0.5464
C 4.8100 4.3369 -0.0381
C 4.7642 2.9803 -0.3123
C 3.7550 2.4431 -1.1117
C 3.7386 1.0029 -1.4675
N 3.8174 -0.0327 -0.7215
N 4.0948 0.0881 0.6400
C 3.1453 -0.2206 1.4808
O 1.9090 -0.4533 1.2831
C 3.6338 -0.3140 2.9175
C 4.8545 0.2124 3.3356
C 5.2610 0.0946 4.6580
C 4.4552 -0.5579 5.5876
C 3.2348 -1.0790 5.1780
C 2.8261 -0.9476 3.8542
C 2.7174 3.2477 -1.6843
O 1.8081 2.7572 -2.4415
H -0.1350 6.0203 -1.7444
H 0.2696 4.6258 -0.7139
H 0.1946 4.4061 -2.4598
H 3.7563 6.2134 -0.3247
H 5.5958 4.7577 0.5778
H 5.5131 2.3093 0.0912
H 3.5919 0.7709 -2.5214
H 5.4682 0.7121 2.5972
H 6.2108 0.5170 4.9679
H 4.7725 -0.6484 6.6207
H 2.5939 -1.5832 5.8932
H 1.8696 -1.3222 3.5112
Cl -1.0702 -1.6779 0.7848
C -2.6858 -2.1200 1.2303
C -2.8785 -2.5595 2.5226
C -4.1458 -2.9201 2.9577
C -5.1965 -2.8298 2.0667
C -4.9931 -2.3905 0.7664
Cl -6.4185 -2.3609 -0.2490
C -3.7304 -2.0110 0.2826
N -3.4182 -1.6157 -1.0047
C -4.3094 -0.9094 -1.8885
C -4.9003 -1.5840 -2.9440
C -5.6999 -0.9106 -3.8544
C -5.8840 0.4587 -3.7139
C -5.2603 1.1338 -2.6740
C -4.4610 0.4710 -1.7458
C -3.7689 1.2295 -0.6471
C -2.2193 1.2596 -0.7102
O -1.6685 2.0507 0.0736
O -1.6646 0.4284 -1.4885
H -2.0229 -2.6002 3.1831
H -4.3067 -3.2610 3.9715
H -6.2015 -3.1029 2.3602
H -2.5133 -1.1244 -1.0683
H -4.7301 -2.6498 -3.0317
H -6.1660 -1.4480 -4.6714
H -6.4961 1.0039 -4.4227
H -5.3811 2.2073 -2.5786
H -4.0085 0.7859 0.3251
H -4.1172 2.2616 -0.6109
N 0.2776 -3.5693 -1.5733
C 0.7436 -4.8154 -1.3582
C 2.0842 -4.7848 -1.6641
C 2.3262 -3.4459 -2.0463
N 1.2259 -2.7169 -1.9828
H -0.6369 -3.2023 -1.3673
H 0.1018 -5.6039 -1.0012
H 2.7871 -5.5982 -1.6033
H 3.2532 -2.9715 -2.3281

---

Entry 2:
84
Properties=species:S:1:pos:R:3 method="wB97M-V/def2-TZVPD" lumo_ev=-1.66 e_homo_ev=-8.783 smiles="O=C1C=C(O)C(=O)C=C1O.O=C1C=C(O)C(=O)C=C1O.O=C1C=C(O)C(=O)C=C1O.O=C1C=C(O)C(=O)C=C1O.O=C1C=C(O)C(=O)C=C1O.O=C(Cl)C[SiH2]P(O)O" gap_ev=7.119
O 10.3639 -7.1524 4.6136
C 9.6878 -6.2571 4.1347
C 8.3015 -6.0102 4.4394
C 7.6739 -4.9914 3.8270
O 6.4123 -4.6773 4.0355
C 8.3791 -4.0955 2.8193
O 7.6985 -3.2209 2.3145
C 9.7745 -4.3332 2.5285
C 10.3954 -5.3486 3.1461
O 11.6657 -5.6656 2.9623
H 7.8089 -6.6536 5.1545
H 6.1945 -3.8938 3.4828
H 10.2725 -3.6860 1.8206
H 11.8293 -6.4430 3.5355
O -3.3910 -5.4777 5.6785
C -2.8528 -5.1168 4.6457
C -1.4468 -4.8247 4.5040
C -0.9848 -4.4257 3.3083
O 0.2849 -4.1483 3.0706
C -1.8964 -4.2586 2.1006
O -1.3738 -3.8622 1.0756
C -3.2996 -4.5808 2.2395
C -3.7545 -4.9837 3.4342
O -5.0153 -5.2991 3.6822
H -0.8080 -4.9432 5.3678
H 0.3726 -3.8875 2.1249
H -3.9392 -4.4783 1.3743
H -5.0464 -5.5465 4.6288
O -5.4495 2.3095 -1.9403
C -4.3996 2.0841 -1.3612
C -4.2697 1.9737 0.0700
C -3.0559 1.7554 0.5981
O -2.8156 1.6438 1.8917
C -1.8172 1.6165 -0.2672
O -0.7689 1.4349 0.3253
C -1.9525 1.7046 -1.7041
C -3.1672 1.9298 -2.2236
O -3.4091 2.0466 -3.5215
H -5.1595 2.0757 0.6749
H -1.8545 1.4786 1.9777
H -1.0662 1.5968 -2.3138
H -4.3674 2.2257 -3.6172
O -4.2387 5.1394 -1.4552
C -4.3021 5.9999 -0.5936
C -3.5268 7.2171 -0.5873
C -3.6704 8.0655 0.4419
O -3.0151 9.2064 0.5598
C -4.6129 7.7901 1.5995
O -4.6376 8.6311 2.4808
C -5.4024 6.5819 1.5837
C -5.2680 5.7370 0.5498
O -5.9361 4.6027 0.4300
H -2.8516 7.4037 -1.4104
H -3.3161 9.6019 1.4036
H -6.0808 6.3980 2.4047
H -5.6621 4.2091 -0.4261
O -3.9893 2.4838 -6.1660
C -3.1959 2.3340 -7.0779
C -3.5359 1.8499 -8.3955
C -2.5637 1.7443 -9.3132
O -2.7536 1.3214 -10.5511
C -1.1209 2.1090 -9.0174
O -0.3315 1.9554 -9.9339
C -0.7806 2.5970 -7.7037
C -1.7501 2.7013 -6.7801
O -1.5438 3.1137 -5.5438
H -4.5660 1.5968 -8.6023
H -1.8736 1.3480 -10.9796
H 0.2491 2.8552 -7.5013
H -2.3956 3.0305 -5.0642
O 5.1606 -2.2578 3.0210
C 4.7495 -1.7317 2.0427
Cl 4.7845 -2.6473 0.5009
C 4.1768 -0.3469 1.9400
Si 2.8310 -0.0469 0.6287
P 0.8878 -1.2003 0.9948
O 0.7420 -1.0291 2.6280
O 1.3927 -2.7851 0.8534
H 3.8123 -0.1016 2.9384
H 5.0118 0.3286 1.7316
H 3.3238 -0.2742 -0.7449
H 2.4481 1.3761 0.7365
H 1.2821 -1.6425 3.1409
H 2.3154 -2.8796 0.5987

---

Entry 3:
61
Properties=species:S:1:pos:R:3 method="wB97M-V/def2-TZVPD" lumo_ev=-2.76 e_homo_ev=-5.354 gap_ev=2.595
C 3.1362 -4.9367 2.8270
C 2.9383 -3.4894 2.6692
N 3.9404 -2.5974 2.8882
C 5.3052 -2.9435 3.2320
C 3.4938 -1.2843 2.7043
C 2.1273 -1.3657 2.3697
C 1.4452 -0.2026 2.0555
C 2.1281 1.0148 2.0338
C 3.4910 1.0806 2.3861
C 4.2000 -0.0836 2.7260
C 1.7542 -2.7732 2.3337
C 0.4940 -3.2844 2.0046
C -0.7537 -2.7212 2.4040
C -0.8733 -1.7553 3.4499
C -2.1229 -1.2685 3.8212
C -3.2838 -1.7029 3.1633
C -3.1845 -2.6566 2.1385
C -1.9502 -3.1904 1.7922
H 2.1555 -5.4194 2.8152
H 3.7256 -5.3771 2.0101
H 3.6364 -5.1777 3.7754
H 5.8619 -2.0155 3.3759
H 5.3278 -3.5263 4.1618
H 5.7870 -3.5245 2.4326
H 0.3932 -0.2901 1.8051
H 1.5938 1.9151 1.7311
H 3.9922 2.0480 2.4054
H 5.2551 -0.0661 3.0034
H 0.4606 -4.2408 1.4704
H 0.0288 -1.4109 3.9635
H -2.1890 -0.5573 4.6469
H -4.2594 -1.3094 3.4570
H -4.0876 -3.0148 1.6393
H -1.8639 -3.9763 1.0386
C -4.8125 1.1908 -3.4513
C -3.6839 1.1813 -4.2824
C -2.4112 1.2627 -3.7279
C -2.2398 1.3850 -2.3253
C -0.9555 1.6547 -1.7412
C 0.1429 2.3572 -2.4222
O 1.3109 2.2188 -2.0570
C -0.1945 3.3312 -3.5317
C -1.3445 4.1261 -3.4768
C -1.6916 4.9590 -4.5405
C -0.8419 5.0462 -5.6530
C 0.3643 4.3262 -5.6678
C 0.7091 3.5119 -4.5857
C -0.7511 1.3759 -0.3964
N -0.7187 1.1890 0.7619
C -3.3874 1.2272 -1.4906
C -4.6601 1.1948 -2.0577
H -5.8117 1.1712 -3.8903
H -3.7910 1.1362 -5.3678
H -1.5204 1.2386 -4.3573
H -1.9799 4.0627 -2.5909
H -2.6261 5.5272 -4.4958
H -1.1229 5.6786 -6.4991
H 1.0376 4.4010 -6.5253
H 1.6684 2.9946 -4.5522
H -3.2549 1.1814 -0.4015
H -5.5369 1.1742 -1.4049